[1]
# C14H41N7O5

A cluster of 5 separate species, C14H41N7O5 in total in a non-equilibrium geometry (the ωB97M-V functional and the def2-TZVPD basis, the OMol25 dataset).

```
67
Properties=species:S:1:pos:R:3:nbo_charge:R:1
C 0.01 -0.19 0.23 0.76
O 0.91 -0.65 0.88 -0.69
N -1.28 -0.44 0.45 -0.83
N 0.16 0.69 -0.75 -0.87
H -1.98 -0.07 -0.18 0.41
H -1.40 -1.03 1.26 0.41
H 1.10 0.83 -1.10 0.40
H -0.66 0.86 -1.30 0.43
C -3.34 0.85 -2.41 0.79
O -2.22 1.10 -1.95 -0.75
N -4.41 1.64 -2.35 -0.84
N -3.76 -0.24 -2.93 -0.79
H -4.20 2.52 -1.90 0.41
H -5.34 1.28 -2.54 0.40
H -3.04 -0.91 -3.15 0.41
H -4.55 -0.01 -3.53 0.40
C 2.78 1.04 -3.40 -0.61
C 3.59 0.27 -2.35 -0.09
C 5.09 0.18 -2.78 -0.08
O 5.82 -0.53 -1.69 -0.56
C 7.15 -0.69 -2.01 -0.26
N 3.50 1.07 -1.13 -0.86
H 1.70 0.93 -3.25 0.21
H 3.03 0.60 -4.36 0.22
H 2.96 2.11 -3.36 0.21
H 3.31 -0.78 -2.29 0.22
H 5.55 1.16 -2.90 0.17
H 5.25 -0.45 -3.65 0.19
H 7.78 0.17 -2.21 0.17
H 7.20 -1.45 -2.80 0.17
H 7.74 -1.13 -1.21 0.20
H 3.59 0.36 -0.41 0.39
H 4.40 1.52 -1.08 0.37
C -2.77 -2.93 1.99 -0.57
C -4.08 -2.53 1.40 -0.06
C -5.22 -3.68 1.53 -0.08
O -4.96 -4.25 2.79 -0.55
C -5.96 -5.16 3.16 -0.25
N -4.45 -1.33 2.03 -0.85
H -2.03 -2.13 1.89 0.17
H -2.48 -3.88 1.54 0.21
H -2.94 -3.13 3.04 0.23
H -3.95 -2.39 0.32 0.17
H -5.08 -4.43 0.75 0.16
H -6.25 -3.36 1.37 0.17
H -6.86 -4.61 3.39 0.17
H -5.46 -5.71 3.96 0.20
H -6.20 -5.83 2.33 0.17
H -4.91 -1.59 2.89 0.36
H -5.10 -0.72 1.56 0.36
C 0.05 4.07 1.48 -0.63
C 1.51 3.73 1.25 -0.14
C 1.98 2.57 2.12 -0.04
O 3.22 2.22 1.63 -0.54
C 3.75 1.10 2.22 -0.30
N 1.63 3.54 -0.16 -0.30
H -0.34 4.90 0.89 0.23
H -0.07 4.34 2.53 0.24
H -0.56 3.21 1.21 0.23
H 2.11 4.60 1.52 0.27
H 1.25 1.75 2.18 0.22
H 2.15 2.89 3.15 0.20
H 3.18 0.17 2.15 0.21
H 4.19 1.16 3.21 0.19
H 4.66 0.82 1.70 0.20
H 2.53 3.07 -0.20 0.43
H 1.00 2.94 -0.67 0.42
```

Properties
Highest occupied orbital energy (alpha / beta) ... -10.980 / -10.979 eV
⟨S²⟩ ... 0.7548
Frontier orbital gap (alpha / beta) ... 9.05 / 3.56 eV
Spin multiplicity ... 2
Charge ... +1

---

[2]
# C14H41O7

A cluster of 7 separate species, C14H41O7 in total in a non-equilibrium geometry (the ωB97M-V functional and the def2-TZVPD basis, the OMol25 dataset).

```
62
Properties=species:S:1:pos:R:3:nbo_charge:R:1
O 0.27 -0.07 0.60 -0.79
H 0.41 0.49 1.36 0.55
H -0.32 -0.78 0.87 0.56
H 1.10 -0.47 0.33 0.55
C -2.45 -2.55 0.41 -0.61
C -2.37 -2.41 1.87 0.10
C -1.81 -3.70 2.59 -0.66
O -1.74 -1.21 2.24 -0.98
H -3.16 -3.35 0.20 0.19
H -1.49 -2.71 -0.08 0.17
H -2.96 -1.70 -0.04 0.18
H -3.44 -2.34 2.09 0.11
H -0.81 -4.05 2.31 0.18
H -2.52 -4.51 2.77 0.20
H -1.65 -3.44 3.63 0.21
C 0.55 3.43 1.20 -0.65
C -0.15 3.01 2.57 0.02
C -1.51 3.63 2.80 -0.62
O -0.10 1.60 2.74 -0.26
H 0.36 4.47 0.95 0.22
H 0.18 2.86 0.35 0.21
H 1.60 3.15 1.21 0.21
H 0.47 3.52 3.31 0.22
H -2.01 3.24 3.69 0.24
H -2.18 3.36 1.99 0.24
H -1.34 4.69 2.97 0.21
C 3.95 -2.93 1.65 -0.63
C 3.68 -1.77 0.67 -0.06
O 2.76 -0.88 1.26 -0.77
H 2.97 -3.31 1.94 0.22
H 4.45 -2.62 2.56 0.20
H 4.60 -3.64 1.14 0.21
H 3.35 -2.23 -0.26 0.19
H 4.62 -1.23 0.58 0.16
H 3.17 -0.30 1.91 0.49
C 0.98 -1.79 -3.75 -0.65
C 0.32 -2.27 -2.43 -0.06
O -0.59 -1.27 -1.95 -0.72
H 1.86 -1.18 -3.55 0.22
H 0.29 -1.30 -4.43 0.21
H 1.29 -2.62 -4.37 0.21
H 1.03 -2.39 -1.61 0.17
H -0.21 -3.19 -2.68 0.17
H -1.12 -1.05 -2.72 0.46
C -3.85 2.46 -0.73 -0.63
C -3.19 1.06 -0.39 -0.06
O -3.52 0.86 0.97 -0.74
H -3.78 2.54 -1.81 0.19
H -3.24 3.25 -0.30 0.19
H -4.85 2.80 -0.45 0.22
H -2.12 1.14 -0.59 0.16
H -3.73 0.32 -0.98 0.16
H -3.16 -0.01 1.13 0.50
C 2.61 2.26 -3.61 -0.64
C 1.72 1.86 -2.43 -0.07
O 2.49 0.95 -1.67 -0.74
H 2.04 2.84 -4.34 0.22
H 3.06 1.42 -4.15 0.22
H 3.50 2.81 -3.34 0.20
H 0.90 1.27 -2.84 0.19
H 1.43 2.70 -1.80 0.17
H 3.36 1.32 -1.52 0.46
```

Properties
Highest occupied orbital energy (alpha / beta) ... -6.500 / -6.483 eV
⟨S²⟩ ... 0.7544
Frontier orbital gap (alpha / beta) ... 6.55 / 4.52 eV
Spin multiplicity ... 2
Relative energy (zero: lowest compared OMol25 entry of this formula, charge and spin) ... 1.4 kJ/mol

---

[3]
# C14H42AlO18S

A structure of composition C14H42AlO18S in a non-equilibrium geometry (the ωB97M-V functional and the def2-TZVPD basis, the OMol25 dataset).

```
76
Properties=species:S:1:pos:R:3:lowdin_charge:R:1
Al -5.47 18.89 -21.88 1.08
S -7.01 15.30 -20.10 0.36
O -7.39 15.12 -18.72 -0.27
O -6.13 14.19 -20.48 -0.31
O -8.21 15.25 -20.92 -0.31
O -6.37 16.58 -20.42 -0.37
C -8.94 20.25 -20.86 -0.17
C -8.70 18.94 -20.00 -0.18
O -7.39 19.09 -19.42 -0.15
O -8.10 20.15 -22.03 -0.17
H -8.71 21.11 -20.24 0.12
H -9.99 20.34 -21.15 0.12
H -8.68 18.00 -20.56 0.08
H -9.43 18.75 -19.21 0.12
H -7.30 18.49 -18.68 0.03
H -8.47 20.74 -22.70 0.09
C -11.14 13.65 -20.56 -0.19
C -11.48 15.12 -20.72 -0.20
O -10.54 15.89 -20.03 0.02
O -10.03 13.49 -21.35 0.02
H -11.89 12.98 -20.99 0.14
H -11.03 13.38 -19.50 0.14
H -12.49 15.23 -20.32 0.14
H -11.59 15.32 -21.78 0.12
H -9.66 15.72 -20.39 0.01
H -9.38 14.11 -21.00 0.02
C -6.58 12.85 -23.97 -0.19
C -5.88 12.33 -25.26 -0.26
O -4.56 12.26 -25.03 0.00
O -5.78 13.86 -23.38 -0.04
H -6.73 12.00 -23.30 0.12
H -7.59 13.21 -24.17 0.10
H -6.05 13.01 -26.09 0.12
H -6.27 11.39 -25.66 0.13
H -4.32 13.15 -24.74 0.09
H -5.84 13.79 -22.42 0.05
C -9.09 16.06 -24.69 -0.23
C -9.29 16.94 -23.42 -0.16
O -8.06 17.02 -22.68 -0.14
O -8.31 16.67 -25.68 -0.05
H -10.02 15.82 -25.20 0.12
H -8.59 15.15 -24.36 0.10
H -10.03 16.48 -22.77 0.10
H -9.63 17.95 -23.66 0.12
H -8.09 16.23 -22.14 -0.02
H -8.41 16.16 -26.48 0.09
C -7.58 11.71 -18.05 -0.16
C -7.89 11.22 -19.47 -0.13
O -7.12 11.83 -20.56 0.02
O -8.20 12.96 -17.70 0.00
H -6.52 11.59 -17.87 0.14
H -8.13 11.10 -17.33 0.14
H -8.91 11.52 -19.70 0.12
H -7.81 10.14 -19.60 0.13
H -6.90 12.75 -20.36 0.01
H -7.78 13.68 -18.17 0.00
C -2.90 13.45 -20.69 -0.12
C -2.23 13.29 -19.31 -0.17
O -3.15 12.79 -18.33 0.00
O -3.67 14.72 -20.70 0.00
H -3.46 12.53 -20.86 0.13
H -2.19 13.45 -21.52 0.13
H -1.72 14.15 -18.89 0.14
H -1.56 12.45 -19.51 0.13
H -3.75 13.54 -18.28 0.03
H -4.58 14.57 -20.47 -0.01
C -5.84 16.91 -16.67 -0.19
C -4.74 16.26 -17.53 -0.15
O -4.85 14.84 -17.74 -0.05
O -6.98 17.19 -17.40 -0.05
H -5.39 17.77 -16.17 0.13
H -6.13 16.22 -15.88 0.13
H -3.76 16.27 -17.04 0.13
H -4.64 16.79 -18.47 0.12
H -5.64 14.72 -18.27 0.03
H -7.22 16.40 -17.89 0.01
```

Properties
Highest occupied orbital energy ... -12.100 eV
Frontier orbital gap ... 2.37 eV
Relative energy (zero: lowest compared OMol25 entry of this formula, charge and spin) ... 141.2 kJ/mol
Charge ... +1

---

[4]
# C14H42ClO11

A cluster of 8 separate species, C14H42ClO11 in total in a non-equilibrium geometry (the ωB97M-V functional and the def2-TZVPD basis, the OMol25 dataset).

```
68
Properties=species:S:1:pos:R:3:nbo_charge:R:1
Cl 20.36 3.97 8.80 2.62
O 21.11 5.17 8.91 -0.92
O 19.66 3.97 7.56 -0.91
O 21.34 2.95 8.80 -0.90
O 19.44 3.89 9.85 -0.89
C 17.69 -3.11 9.39 -0.62
C 17.57 -1.53 9.51 -0.06
O 18.45 -1.04 10.54 -0.72
H 17.19 -3.32 8.45 0.20
H 17.19 -3.64 10.21 0.20
H 18.70 -3.51 9.31 0.21
H 16.52 -1.23 9.60 0.16
H 17.93 -1.19 8.54 0.16
H 18.65 -0.19 10.14 0.48
C 16.77 5.71 1.96 -0.62
C 15.57 6.08 2.70 -0.07
O 15.94 7.22 3.37 -0.73
H 16.61 4.89 1.26 0.20
H 17.61 5.53 2.62 0.22
H 17.04 6.59 1.38 0.21
H 15.14 5.28 3.29 0.16
H 14.70 6.35 2.09 0.15
H 16.02 7.09 4.32 0.48
C 21.56 11.11 11.80 -0.65
C 21.98 10.62 13.18 -0.07
O 21.21 9.41 13.28 -0.73
H 21.98 10.61 10.93 0.22
H 21.60 12.20 11.71 0.21
H 20.51 10.91 11.62 0.21
H 21.75 11.24 14.04 0.18
H 23.03 10.35 13.06 0.16
H 21.10 9.00 12.42 0.47
C 19.07 -0.16 2.76 -0.63
C 20.38 -0.27 3.65 -0.06
O 21.01 1.01 3.44 -0.74
H 18.28 -0.91 2.84 0.20
H 19.36 -0.16 1.71 0.20
H 18.64 0.83 2.92 0.21
H 21.00 -1.06 3.23 0.17
H 20.21 -0.53 4.70 0.17
H 20.61 1.73 3.93 0.48
C 25.44 -1.13 6.57 -0.64
C 26.33 0.01 7.23 -0.06
O 26.16 0.09 8.66 -0.74
H 25.31 -1.00 5.50 0.21
H 24.40 -1.10 6.89 0.21
H 25.81 -2.13 6.77 0.20
H 25.95 0.97 6.87 0.17
H 27.38 -0.01 6.94 0.17
H 25.32 0.49 8.91 0.48
C 13.99 8.84 10.61 -0.62
C 15.21 8.00 10.60 -0.06
O 15.69 7.84 9.30 -0.72
H 13.68 8.84 11.65 0.20
H 13.17 8.33 10.10 0.21
H 14.19 9.85 10.25 0.21
H 14.93 7.09 11.14 0.15
H 16.00 8.43 11.22 0.15
H 16.20 7.03 9.31 0.48
C 27.82 4.88 12.45 -0.62
C 26.38 5.17 12.09 -0.06
O 26.22 6.04 11.01 -0.72
H 27.74 4.14 13.24 0.21
H 28.39 5.71 12.86 0.20
H 28.34 4.47 11.59 0.21
H 25.92 5.72 12.91 0.15
H 25.93 4.20 11.90 0.16
H 25.29 5.96 10.77 0.48
```

Properties
Highest occupied orbital energy ... -5.912 eV
Frontier orbital gap ... 8.32 eV
Relative energy (zero: lowest compared OMol25 entry of this formula, charge and spin) ... 294.2 kJ/mol
Charge ... -1

---

[5]
# C14H42LiN16O16

A structure of composition C14H42LiN16O16 in a non-equilibrium geometry (the ωB97M-V functional and the def2-TZVPD basis, the OMol25 dataset).

```
89
Properties=species:S:1:pos:R:3:lowdin_charge:R:1
Li 2.01 -1.01 -3.36 0.76
C -0.50 -1.29 0.30 0.03
C 0.09 -1.10 -1.05 -0.26
C 0.38 0.38 -1.44 -0.39
O 1.12 0.72 -2.33 -0.06
C -0.42 1.40 -0.78 -0.01
C -0.98 1.17 0.46 -0.27
C -0.96 -0.22 1.06 -0.29
O -1.49 -0.49 2.24 -0.06
O -1.61 2.24 0.96 -0.10
O 0.74 -2.02 -1.59 -0.13
H -0.48 -2.26 0.77 0.08
H -0.29 2.43 -1.09 0.09
C -0.86 -5.15 -0.60 -0.81
O -0.98 -6.34 -0.35 0.02
N -1.76 -4.40 -1.15 0.20
N 0.24 -4.49 -0.36 0.16
H -2.54 -4.85 -1.59 0.13
H -1.41 -3.47 -1.31 0.10
H 0.24 -3.51 -0.58 0.04
H 1.06 -5.00 -0.07 0.12
C 1.30 1.91 4.17 -0.83
O 2.04 2.40 4.98 0.03
N 0.37 2.64 3.69 0.18
N 1.11 0.64 3.96 0.19
H 0.36 3.58 4.06 0.13
H -0.22 2.30 2.95 0.08
H 0.32 0.51 3.35 0.07
H 1.54 -0.08 4.53 0.12
C -1.09 -4.21 3.75 -0.78
O -0.77 -4.73 4.80 0.01
N -0.89 -4.62 2.53 0.19
N -1.70 -3.04 3.88 0.17
H -0.35 -5.47 2.46 0.11
H -0.90 -4.02 1.72 0.07
H -1.80 -2.62 4.79 0.12
H -1.90 -2.45 3.09 0.05
C -3.01 4.85 -1.12 -0.79
O -3.23 5.82 -1.76 0.05
N -3.32 3.58 -1.45 0.17
N -2.20 4.89 -0.10 0.17
H -3.71 3.34 -2.35 0.10
H -2.80 2.81 -1.07 0.07
H -1.75 4.06 0.25 0.05
H -1.84 5.77 0.22 0.12
C 1.62 4.96 -1.29 -0.85
O 1.53 5.44 -2.37 0.07
N 1.92 3.75 -0.98 0.19
N 1.77 5.69 -0.25 0.16
H 1.99 3.50 -0.01 0.11
H 2.04 3.12 -1.76 0.11
H 2.21 5.19 0.51 0.11
H 1.60 6.69 -0.24 0.12
C -1.59 2.29 -4.34 -0.76
O -2.40 2.93 -4.99 0.02
N -1.61 0.97 -4.28 0.18
N -0.66 2.89 -3.62 0.19
H -2.15 0.36 -4.87 0.12
H -0.80 0.63 -3.78 0.07
H -0.61 3.88 -3.42 0.12
H -0.10 2.36 -2.96 0.04
C 2.48 -4.08 -4.17 -0.71
O 2.11 -2.92 -4.06 -0.06
N 2.59 -4.78 -5.31 0.18
N 2.53 -4.69 -3.02 0.19
H 2.21 -4.33 -6.13 0.12
H 3.11 -5.64 -5.23 0.11
H 2.61 -4.09 -2.21 0.07
H 2.61 -5.69 -2.93 0.12
C 3.85 0.46 0.86 -0.79
O 3.87 1.65 1.00 0.06
N 3.50 -0.15 -0.24 0.18
N 4.38 -0.37 1.74 0.17
H 3.29 -1.13 -0.18 0.05
H 3.19 0.42 -1.02 0.10
H 4.67 -0.05 2.65 0.12
H 4.33 -1.37 1.66 0.10
O 2.95 -2.82 -0.73 -0.06
H 2.08 -2.45 -0.87 -0.03
H 2.91 -3.18 0.16 0.07
O -4.21 -1.71 2.48 -0.05
H -3.59 -1.07 2.11 0.00
H -3.98 -2.54 2.05 0.02
O -3.22 1.28 4.49 -0.06
H -2.96 2.12 4.10 -0.02
H -2.91 0.62 3.86 -0.01
O -3.32 3.81 3.08 -0.05
H -2.83 3.38 2.38 -0.01
H -4.15 4.06 2.67 0.05
```

Properties
Highest occupied orbital energy ... -6.518 eV
Frontier orbital gap ... 6.88 eV
Charge ... -1

---

[6]
# C14H42O11PS7Tl

A structure of composition C14H42O11PS7Tl in a non-equilibrium geometry (the ωB97M-V functional and the def2-TZVPD basis, the OMol25 dataset).

```
76
Properties=species:S:1:pos:R:3:lowdin_charge:R:1
Tl 0.28 0.00 -0.87 1.05
P 1.33 0.82 -3.99 -0.15
O 2.33 1.10 -2.86 -0.23
O -0.02 1.34 -3.47 -0.18
O 0.98 -0.67 -3.68 -0.13
O 1.75 1.10 -5.36 -0.28
C 2.02 2.15 2.43 -0.25
S 2.71 0.49 2.60 0.81
O 2.23 -0.18 1.37 -0.61
C 4.41 1.00 2.28 -0.26
H 2.46 2.49 1.50 0.03
H 2.29 2.78 3.28 0.06
H 0.94 2.08 2.29 0.03
H 5.17 0.27 2.52 0.05
H 4.66 1.94 2.79 0.05
H 4.39 1.35 1.24 0.06
C -1.04 -5.19 -0.23 -0.25
S -1.30 -3.58 -1.01 0.79
O -0.70 -2.62 -0.06 -0.61
C -0.19 -3.74 -2.42 -0.22
H -1.73 -5.25 0.61 0.04
H 0.00 -5.22 0.08 0.05
H -1.31 -6.02 -0.89 0.05
H -0.37 -4.61 -3.05 0.06
H 0.81 -3.82 -1.98 0.03
H -0.29 -2.77 -2.91 0.04
C -1.08 0.36 4.44 -0.23
S -1.59 -0.42 2.87 0.81
O -0.54 -0.06 1.89 -0.61
C -1.11 -2.08 3.34 -0.25
H -0.08 -0.05 4.63 0.05
H -1.77 -0.06 5.17 0.05
H -1.09 1.44 4.35 0.04
H -1.38 -2.82 2.59 0.04
H -1.62 -2.45 4.25 0.06
H -0.05 -2.06 3.58 0.06
C -4.28 -1.62 0.61 -0.25
S -3.91 -0.53 -0.77 0.80
O -2.49 -0.59 -1.13 -0.62
C -4.79 -1.45 -2.04 -0.25
H -4.27 -1.07 1.55 0.03
H -3.49 -2.37 0.73 0.04
H -5.26 -2.09 0.52 0.05
H -5.84 -1.51 -1.77 0.05
H -4.36 -2.45 -2.11 0.05
H -4.65 -0.97 -3.00 0.05
C 0.39 4.33 -2.45 -0.25
S 0.83 4.28 -0.72 0.81
O 0.92 2.82 -0.42 -0.62
C 2.50 4.95 -0.79 -0.24
H -0.59 3.88 -2.57 0.04
H 1.11 3.72 -3.00 0.05
H 0.48 5.33 -2.86 0.06
H 2.57 5.68 -1.60 0.05
H 3.24 4.15 -0.83 0.06
H 2.64 5.43 0.18 0.04
C -3.34 3.92 -0.53 -0.24
S -3.02 2.72 0.79 0.81
O -1.85 1.90 0.42 -0.59
C -2.32 3.94 1.94 -0.25
H -3.79 4.82 -0.10 0.05
H -4.10 3.52 -1.20 0.05
H -2.44 4.21 -1.06 0.04
H -2.39 3.70 3.00 0.04
H -2.75 4.93 1.79 0.04
H -1.25 3.98 1.73 0.04
C 3.87 -2.60 -2.18 -0.25
S 3.43 -2.73 -0.44 0.83
O 1.98 -2.42 -0.34 -0.61
C 3.51 -4.53 -0.33 -0.26
H 4.86 -3.04 -2.33 0.05
H 3.83 -1.57 -2.54 0.05
H 3.13 -3.17 -2.75 0.05
H 4.49 -4.88 -0.02 0.05
H 3.00 -4.95 -1.19 0.05
H 2.87 -4.71 0.53 0.04
```

Properties
Highest occupied orbital energy ... -7.853 eV
Frontier orbital gap ... 5.14 eV
Relative energy (zero: lowest compared OMol25 entry of this formula, charge and spin) ... 64.2 kJ/mol